Density functional theory data (the ωB97M-V functional and the def2-TZVPD basis) for the ion C7H15N2 with charge +1.

HOMO-LUMO gap	10.1	eV
E_HOMO	-13.191	eV
net charge	+1
LUMO	-3.117	eV

```
24
C7H15N2, DFT the ωB97M-V functional and the def2-TZVPD basis
C 1.557 -0.243 1.353
C 0.698 0.085 0.110
C 1.436 -0.009 -1.241
N 0.039 1.482 0.205
C -1.290 1.452 -0.544
C -1.702 0.086 -0.329
C -1.643 -0.547 1.044
C -0.544 -0.894 -0.042
N -0.454 -2.171 -0.658
H 2.269 0.645 1.541
H 2.158 -1.064 1.392
H 0.888 -0.097 2.194
H 2.439 0.338 -0.978
H 1.020 0.600 -1.915
H 1.611 -1.080 -1.645
H 0.770 2.061 -0.203
H -0.281 1.726 1.218
H -1.174 1.773 -1.561
H -1.882 2.167 -0.127
H -2.411 -0.322 -1.079
H -1.389 0.051 1.988
H -2.495 -1.238 1.229
H -0.790 -2.192 -1.649
H -1.042 -2.789 -0.059
```